[1]
{
  "formula": "C2H3Cl2FSi",
  "method": "ωB97M-V with the def2-TZVPD basis set",
  "s2": 2.0032,
  "spin_multiplicity": 3,
  "e_tot_ha": -1387.6349,
  "homo_ev": [-5.76, -11.15],
  "elements": ["C", "Cl", "H", "H", "F", "H", "C", "Cl", "Si"],
  "coordinates": [[-1.949, 1.022, 1.903], [1.427, -2.090, 0.304], [-1.630, 0.042, 2.099], [0.686, 0.031, -1.367], [0.760, -2.222, -2.508], [-2.189, 3.173, 1.412], [-1.870, 2.186, 1.594], [3.342, -0.930, -2.013], [1.423, -1.211, -1.423]],
  "atomic_forces_ev_per_a": [[-3.132, -8.930, 2.851], [-0.105, -0.979, 1.968], [1.042, -0.619, -0.050], [-0.145, 0.222, -0.118], [0.331, 0.798, 0.730], [-1.007, 0.431, 0.066], [3.108, 9.106, -2.877], [0.071, 0.151, -0.101], [-0.164, -0.180, -2.470]],
  "nbo_charge": [-0.184, -0.347, 0.184, -0.204, -0.636, 0.185, -0.183, -0.371, 1.557]
}


[2]
{
  "formula": "C3H4ClN",
  "method": "ωB97M-V with the def2-TZVPD basis set",
  "spin_multiplicity": 1,
  "e_tot_ha": -631.4170,
  "homo_ev": [-8.91, -8.91],
  "de_lowest_ev": 6.003,
  "elements": ["H", "Cl", "N", "C", "C", "H", "H", "H", "C"],
  "coordinates": [[1.047, -2.176, 0.128], [1.967, -0.009, -0.097], [1.322, 1.409, 0.181], [-1.367, 0.182, 0.183], [-0.554, -0.817, -0.028], [0.881, 1.779, -0.782], [-1.896, 0.617, -0.714], [-2.015, 0.289, 1.062], [0.615, -1.274, 0.067]],
  "atomic_forces_ev_per_a": [[1.240, -3.247, -0.106], [0.064, -0.426, 0.038], [-1.479, 2.472, -2.024], [-2.891, 0.406, -1.961], [-0.536, 0.881, 1.223], [1.356, -1.239, 2.385], [0.715, -0.291, 0.830], [1.094, 0.226, 0.226], [0.437, 1.218, -0.611]],
  "nbo_charge": [0.218, 0.634, -0.930, -0.363, 0.015, 0.325, 0.211, 0.232, -0.341]
}